Below is C41H85F5NO24PSb as an isolated structure, with properties calculated with ωB97M-V/def2-TZVPD.

Structure (XYZ):
```
158
Properties=species:S:1:pos:R:3:lowdin_charge:R:1
H -0.530 10.466 2.628 0.072
O -3.569 6.267 2.497 -0.005
Sb 2.218 -0.333 -0.022 1.186
C -8.099 -3.695 -5.498 -0.203
H -2.750 -5.132 1.941 0.073
H -12.435 -3.881 -7.655 0.094
H 1.579 10.416 1.269 0.122
O -5.180 4.717 2.851 0.117
H 2.824 -1.886 2.129 0.052
O 7.521 1.654 4.172 -0.179
H -7.432 -1.431 7.962 0.074
C 7.530 0.681 1.907 -0.159
C -6.806 0.925 3.846 -0.035
O -1.486 -5.889 -0.386 0.046
H -4.397 -1.214 8.257 0.122
H -2.360 2.497 3.809 0.127
H 3.837 -0.402 3.789 0.088
H -5.030 6.952 1.196 0.099
H 3.704 -2.816 -0.476 0.088
H -2.741 2.223 1.357 0.070
C -4.390 -0.951 -5.242 -0.603
O -3.255 -7.149 0.257 0.116
H -2.830 -3.095 -4.122 0.075
C 1.599 10.236 2.343 -0.221
F -0.568 1.082 -1.595 0.165
O -10.422 -4.247 -8.052 0.000
H 0.417 10.634 4.100 0.080
H 2.519 10.670 2.732 0.120
H -7.784 0.446 3.829 0.098
H -0.839 5.989 1.959 0.083
O -5.076 -1.857 -4.834 0.107
H 6.124 0.040 0.450 0.084
O 1.685 8.834 2.612 0.033
C -4.021 5.045 2.801 -0.606
C -2.935 -1.062 -3.407 -0.193
O -3.318 -0.443 -4.651 0.055
C 5.268 -0.680 2.236 -0.188
H 8.186 0.099 1.271 0.099
C -2.218 -4.368 1.373 -0.058
F -0.694 -1.021 -1.307 0.111
H -3.808 -1.216 -2.774 0.129
O -8.714 -3.852 -6.791 0.037
H -4.464 2.464 1.598 0.076
O -5.884 0.144 4.610 0.002
H 1.806 -0.601 2.684 0.045
C -2.225 -4.688 -0.106 -0.203
H 5.010 -1.509 1.595 0.076
O -10.730 -4.183 -5.811 0.120
H -1.913 -9.483 0.921 0.097
C -5.673 -0.782 -7.173 -0.046
H -3.671 1.050 2.307 0.085
H -2.695 -3.406 1.556 0.081
C 3.172 -3.565 -4.090 -0.283
C -4.587 7.209 2.158 -0.041
O -4.584 -0.293 -6.392 0.006
H 1.631 2.954 -0.184 -0.064
H 7.690 -0.396 3.824 0.109
H 4.728 2.874 -0.402 -0.091
P 2.760 2.175 0.208 0.523
H -1.121 -10.055 -0.558 0.090
O 3.056 -2.668 -3.014 -0.159
H -4.105 8.179 2.079 0.092
C 13.567 0.832 -1.215 -0.069
C -3.550 2.109 2.078 -0.061
H -1.726 -3.891 -0.653 0.108
H -8.709 -3.055 -4.862 0.127
C -10.021 -4.100 -6.782 -0.609
O -5.228 -0.678 6.494 0.037
C 4.347 -2.099 -0.996 -0.362
H 5.532 1.324 1.405 0.075
O -6.995 0.740 6.488 0.121
C -3.254 2.894 3.332 -0.197
C -1.824 -9.332 -0.154 -0.050
H 2.381 -5.569 -3.881 0.060
H -12.032 -4.526 -9.256 0.090
H 4.117 -5.528 -4.086 0.061
O -2.967 4.268 3.023 0.037
C 6.061 0.384 1.473 -0.184
H 4.708 -1.379 -2.948 0.128
C 3.886 -0.143 2.729 -0.296
H 7.901 2.191 -3.035 0.097
H -5.435 -1.764 -7.581 0.099
H 12.897 -0.025 -1.260 0.075
H 6.106 2.117 5.553 0.083
H -7.258 -5.676 -5.517 0.082
H -5.517 0.134 8.387 0.122
N 3.912 2.490 -0.869 -0.414
F -0.492 -0.793 1.324 0.011
C -0.874 0.158 -0.728 -0.702
H -1.195 -4.333 1.749 0.085
H -8.767 -5.555 -4.625 0.074
H -6.302 -2.761 7.748 0.081
O 1.045 6.801 2.269 0.014
H 13.551 2.884 -0.584 0.120
O 9.810 2.294 -2.334 0.007
H -3.241 -4.767 -0.495 0.124
C -2.125 -7.029 -0.145 -0.608
C 4.329 -2.296 -2.501 -0.210
C -6.457 -1.813 8.264 -0.068
C -11.801 -4.582 -8.195 -0.048
O 0.103 8.446 1.035 0.118
H 13.917 1.027 -2.230 0.079
C -6.123 0.131 5.922 -0.607
H 3.879 0.938 2.714 0.047
H -6.888 1.936 4.239 0.097
H 1.673 -1.972 -0.250 -0.023
H -5.814 -0.082 -7.993 0.092
H 14.422 0.570 -0.591 0.077
H 5.845 0.566 4.769 0.076
H -6.477 -1.995 9.339 0.078
F -2.177 0.251 -0.465 0.146
C 10.670 1.788 -1.451 -0.607
H -11.980 -5.598 -7.844 0.097
H 9.011 0.624 3.388 0.113
H 0.519 4.859 1.904 0.089
H 5.541 2.093 3.891 0.081
C 12.856 2.048 -0.658 -0.220
H 1.836 0.004 -1.686 -0.018
H -2.791 -9.469 -0.634 0.093
O -1.291 -8.038 -0.428 0.002
H -2.293 -0.351 -2.905 0.092
C 0.027 0.166 0.500 -0.559
H -7.156 -3.180 -5.672 0.098
O 11.809 2.488 -1.530 0.032
C 8.554 1.601 -2.399 -0.020
H 7.731 1.713 1.635 0.108
H 5.790 -1.103 3.088 0.086
H 2.269 -3.461 -4.680 0.106
H 0.247 5.944 0.538 0.099
C 6.176 1.585 4.607 -0.097
C 0.187 5.853 1.620 -0.021
C 3.279 -5.028 -3.610 -0.065
H -6.589 -0.830 -6.586 0.089
H 4.021 -3.332 -4.727 0.105
C -5.357 -0.834 7.913 -0.216
H 5.375 -2.339 -0.685 0.108
C 0.867 8.061 1.885 -0.606
C -7.835 -5.036 -4.848 -0.059
C 2.680 -0.810 2.071 -0.328
C 7.926 0.563 3.366 -0.249
O 10.460 0.859 -0.715 0.119
O 4.137 -0.760 -0.649 -0.467
H -7.281 -4.905 -3.919 0.083
H 3.404 -5.031 -2.539 0.071
H 8.102 1.510 -1.415 0.090
C -2.184 -2.353 -3.650 -0.049
H 8.693 0.617 -2.844 0.098
H -1.813 -2.766 -2.714 0.056
H -5.355 7.252 2.927 0.093
H 0.406 11.943 2.899 0.076
H -1.340 -2.188 -4.320 0.089
H 5.069 -3.066 -2.737 0.112
F -0.099 1.349 1.163 -0.005
H 12.463 1.858 0.340 0.123
H -6.420 0.977 2.832 0.087
H -4.067 2.831 4.056 0.115
H 3.086 2.613 1.519 -0.063
C 0.403 10.860 3.032 -0.069
```

Its spin multiplicity is 1. The value obtained for the HOMO energy is -4.11 eV. The net charge is -1.

=====

Below is C41H86NbO18S8 as an isolated structure, with properties calculated with ωB97M-V/def2-TZVPD.

Structure (XYZ):
```
154
Properties=species:S:1:pos:R:3:lowdin_charge:R:1
C 1.643 -2.189 -3.261 -0.273
O -3.984 -2.553 3.048 -0.367
H -4.338 5.555 -3.326 0.117
S 6.960 1.405 6.524 0.672
H -3.617 6.812 -5.317 0.117
H -2.182 1.397 -8.316 0.105
C -9.404 -1.544 -1.724 -0.222
C 5.762 -0.830 3.076 -0.209
S 1.142 5.513 -0.282 0.661
H 1.920 -2.094 -0.340 0.068
O 10.254 -1.194 3.477 -0.317
H -6.002 -2.681 6.846 0.107
H -5.037 -4.382 5.346 0.117
H -4.018 -2.108 0.681 -0.104
C -5.039 4.412 -5.040 -0.218
O 11.777 -1.341 5.476 -0.335
H -3.216 0.061 2.624 -0.051
O 1.950 6.188 0.709 -0.346
O 6.936 0.004 6.179 -0.331
C -6.291 -2.676 5.795 -0.222
H 6.193 0.645 8.648 0.103
C -0.172 0.744 -10.659 -0.225
C -2.398 1.482 -9.379 -0.239
H 1.390 -1.184 -2.930 0.115
H 11.216 -3.570 2.977 0.104
C -8.811 -0.772 -0.537 -0.202
H 6.355 -0.006 2.672 0.123
H -4.130 1.560 -2.653 0.095
H -5.319 3.411 -4.721 0.098
O -4.015 2.402 -0.870 -0.064
C -0.350 3.364 -0.138 -0.217
H -1.623 0.194 -0.890 -0.097
C -9.046 -3.007 -1.487 -0.230
C 3.665 0.413 3.177 -0.220
S -0.993 2.264 -10.158 0.660
S 3.416 -0.712 1.809 0.649
C -0.258 4.739 0.514 -0.228
H 8.520 -3.722 4.065 0.117
H 6.450 -1.512 3.574 0.101
S -5.361 -2.265 3.327 0.617
H 4.822 -2.582 2.168 0.103
H -10.490 -1.424 -1.740 0.114
H -1.517 -1.873 0.750 -0.108
C -5.488 -1.633 5.007 -0.220
O -6.164 -1.446 2.454 -0.348
H -1.146 5.351 0.367 0.107
H -8.404 -1.452 1.499 0.076
H -0.030 4.659 1.577 0.106
H -0.479 -2.304 -1.498 0.055
H 2.960 3.977 -0.377 0.098
O 3.367 0.040 0.580 -0.328
C 11.319 -3.537 4.060 -0.221
S -9.348 -3.259 0.258 0.664
H 2.586 -2.087 -3.821 0.117
S -4.383 4.333 -6.708 0.665
H -3.284 2.092 -9.530 0.101
H -9.011 -1.187 -2.675 0.114
H -0.694 -0.686 -9.125 0.117
C 2.587 -2.443 -1.125 -0.116
H -9.178 0.253 -0.498 0.115
C -9.180 -1.538 0.739 -0.214
C -2.806 5.089 -6.336 -0.228
H 0.832 0.732 -10.243 0.100
C 1.951 3.990 -0.782 -0.220
S 10.775 -1.915 4.610 0.655
C -6.216 -3.807 3.632 -0.228
H -2.700 -3.345 -1.614 0.020
H 1.158 1.962 -0.859 0.112
H -3.312 4.198 -3.757 0.116
C -4.656 0.143 -1.059 -0.337
C -1.036 -0.403 -10.122 -0.217
H 8.585 -1.775 5.549 0.079
H 1.989 3.978 -1.870 0.102
H -9.650 -3.703 -2.065 0.104
C -2.986 0.546 1.676 -0.349
H -7.986 -3.188 -1.666 0.111
H -2.008 1.035 1.736 -0.057
H 4.253 -1.095 4.603 0.125
H -7.355 -2.432 5.750 0.112
O -5.138 5.231 -7.549 -0.327
C -2.570 -2.298 -1.890 -0.405
H 1.441 2.567 0.763 0.110
H -7.263 -3.662 3.365 0.093
H -0.718 -4.143 -3.171 0.103
C 9.403 -2.491 5.601 -0.231
C -2.480 0.110 -10.041 -0.218
H 8.422 -4.430 5.678 0.117
H 3.252 -3.174 -0.665 0.084
H -10.137 -1.212 1.144 0.102
H 9.705 2.969 8.259 0.116
Nb -2.845 -0.914 -0.066 1.471
H -0.123 0.737 -11.746 0.100
C -3.067 5.900 -5.070 -0.216
H 8.404 1.169 9.300 0.116
H -5.781 -4.593 3.020 0.114
O 0.680 6.205 -1.463 -0.339
H -0.777 3.452 -1.139 0.119
H 10.837 -4.859 5.701 0.115
C -4.258 1.437 -1.554 -0.482
O 6.224 2.386 5.768 -0.305
H -3.118 -0.566 -9.474 0.117
C 5.009 -1.535 1.939 -0.217
C 8.660 1.942 6.653 -0.220
H 5.529 -1.451 0.987 0.102
H 7.633 2.660 9.825 0.113
C 6.555 1.595 8.263 -0.214
C 7.849 2.044 8.954 -0.213
O -10.725 -3.660 0.437 -0.335
H -5.118 -0.492 -1.812 0.026
H 2.717 0.580 3.685 0.111
C 4.712 -0.275 4.045 -0.227
C 1.089 2.847 -0.230 -0.209
H -4.478 -1.523 5.395 0.103
H -2.136 6.190 -4.586 0.117
C -0.750 -3.113 -3.510 -0.215
O 2.386 -1.650 2.168 -0.309
H 5.157 0.411 4.761 0.059
H 4.043 1.350 2.769 0.109
C -6.052 -4.039 5.131 -0.224
H -7.725 -0.727 -0.636 0.107
C -1.101 -2.159 -2.374 -0.381
H 1.007 -3.672 -4.637 0.100
H -0.982 2.691 0.436 0.092
C 0.603 -2.769 -4.190 -0.181
O -4.177 2.954 -7.080 -0.335
H 12.361 -3.673 4.337 0.100
H -2.896 0.205 -11.046 0.117
H -2.483 5.689 -7.183 0.108
C 10.398 -4.552 4.749 -0.215
H 9.754 -2.586 6.628 0.109
H -0.955 -1.285 -10.757 0.110
H 9.281 1.053 6.766 0.106
H -2.092 4.287 -6.151 0.111
C 9.057 -3.853 5.007 -0.218
H -1.538 -3.036 -4.256 0.096
H -5.919 5.053 -5.062 0.102
H 5.773 2.348 8.340 0.106
H 10.278 -5.447 4.141 0.113
O -8.260 -4.022 0.814 -0.324
H -0.942 -1.131 -2.693 0.062
H -5.984 -0.665 4.985 0.099
H 0.423 -2.009 -4.949 0.105
H 8.940 2.483 5.752 0.114
C -3.924 5.003 -4.168 -0.207
C 8.686 2.800 7.914 -0.217
H 3.188 -1.611 -1.489 0.075
H -6.748 -4.794 5.496 0.111
O 1.898 -3.074 -2.187 -0.183
H 8.233 3.773 7.712 0.120
H -3.702 1.348 1.498 -0.034
O -1.441 2.954 -11.343 -0.326
O -0.196 2.931 -9.159 -0.330
H -3.263 -2.012 -2.684 0.014
H -5.347 0.310 -0.232 0.039
```

As for the energy relative to the best compared isomer or geometry (same formula, charge and spin): 0.00 kJ/mol. Its spin multiplicity is 1. The value obtained for the HOMO energy is -4.45 eV. The net charge is -1.

=====

Below is a 7-piece molecular cluster, C41H91N5O7 overall, with properties calculated with ωB97M-V/def2-TZVPD.

Structure (XYZ):
```
144
Properties=species:S:1:pos:R:3:lowdin_spin:R:1
H -1.099 3.498 -5.649 0.000
H -2.652 0.411 -6.548 0.000
H 5.998 1.225 -0.469 0.000
C -4.739 2.782 4.650 0.000
H 5.437 -7.018 1.416 0.000
H 1.412 1.654 -3.549 0.000
H -1.085 3.476 3.061 0.000
C 0.981 0.109 -5.005 0.000
C -4.384 4.242 -2.785 0.000
N -0.929 2.619 4.895 0.000
C 5.136 -3.022 -2.510 0.018
H -2.199 4.740 5.013 0.000
H 1.920 -3.327 0.871 0.000
C -1.593 0.155 -6.516 0.000
H 6.886 -0.097 -1.961 0.000
C -3.630 3.518 -1.693 0.000
O -7.019 1.444 5.410 0.000
C 0.247 -0.707 -0.352 0.000
H 1.523 4.165 4.467 0.000
H -0.641 5.196 5.536 0.000
H 3.345 0.099 2.230 0.001
C -0.610 3.685 4.019 0.000
H -4.290 2.755 5.643 0.000
H 1.695 3.479 1.041 0.000
C -5.672 1.527 2.668 0.000
H -1.733 2.317 -8.194 0.000
H -0.375 -1.019 -1.191 0.000
C -4.459 2.559 -0.859 0.000
C -6.175 -0.775 5.062 0.000
C -0.686 1.453 -6.444 0.000
H -3.087 1.152 3.403 0.000
C -7.122 -1.262 3.911 0.000
H 2.684 0.366 0.691 0.000
H 0.813 5.018 0.677 0.000
H 7.626 -2.106 -1.210 0.001
H -1.624 1.273 1.283 0.000
H -5.043 4.967 -2.307 0.000
H 4.990 -2.026 1.541 0.000
H 4.311 1.817 -0.088 0.002
H 5.923 -3.524 -3.073 0.000
H -5.698 -1.130 7.149 0.000
N 4.400 -1.075 -0.873 0.612
H 5.876 -0.624 2.239 0.000
N -5.920 0.654 5.092 0.000
C 6.898 -1.401 0.611 0.000
H 0.065 3.436 1.265 0.000
H 6.761 -3.366 -0.589 0.000
C -0.730 2.035 -7.875 0.000
H -5.268 2.093 -1.421 0.000
H -6.618 2.052 2.797 0.000
H 7.640 -1.952 1.188 0.000
C 1.478 -4.288 0.607 0.000
H 2.502 -0.744 -6.426 0.000
H -3.766 4.673 -3.573 0.000
O 1.303 4.660 2.537 0.000
H 1.284 2.831 3.403 0.000
H -4.976 3.020 -0.018 0.000
C 0.047 -1.066 -4.984 0.000
H 1.394 -4.746 1.592 0.000
H 0.057 0.675 -2.911 0.000
H -4.978 3.478 -3.286 0.000
C 5.628 -1.169 1.328 0.000
O 1.580 2.194 -5.880 0.000
C -4.850 -1.607 4.739 0.000
H -0.129 2.930 -8.042 0.000
H 5.611 -0.071 -3.158 0.001
H -1.310 -0.630 -7.217 0.000
H -1.884 2.482 5.192 0.000
H 0.136 -1.492 -3.985 0.000
H 7.422 -0.449 0.516 0.000
H -2.489 2.587 -5.791 0.000
C 0.953 0.665 -3.533 0.000
C -3.815 -0.889 3.755 0.000
H 6.908 -1.128 -3.337 0.002
H 2.669 -1.405 -4.863 0.000
C 2.391 -4.979 -0.339 0.000
H -3.250 0.684 5.088 0.000
H 4.295 -2.880 -3.189 0.000
C 6.685 -2.283 -0.689 0.001
H 0.473 -4.046 0.260 0.000
C -1.188 4.905 4.639 0.000
H -7.420 -0.695 6.881 0.000
C 3.705 -5.368 0.409 0.001
H 3.934 0.331 -1.595 0.018
C -1.480 -0.646 -5.200 0.000
H 4.242 -4.433 0.562 0.000
C 3.293 -0.353 1.240 0.017
H 1.771 -6.768 0.168 0.000
H 2.800 -1.323 1.312 0.000
H -7.949 -0.557 3.825 0.000
H 2.552 -4.379 -1.235 0.000
H -0.491 2.751 5.795 0.000
H 3.102 0.292 -5.134 0.000
H -4.053 3.384 4.054 0.000
H -7.704 -2.135 4.206 0.000
H -2.918 -1.472 3.961 0.000
H -1.085 5.767 3.979 0.000
H -3.823 1.792 -0.418 0.000
C 0.917 3.833 3.625 0.000
H -5.959 0.541 2.302 0.000
O 4.508 -6.364 -0.268 0.000
H -4.113 -0.875 2.707 0.000
H 1.063 -1.420 -0.235 0.000
H -2.171 -1.489 -5.225 0.000
O 3.580 -0.553 -1.716 0.165
H -1.226 2.351 -4.442 0.000
C -3.727 0.624 4.110 0.000
C 2.378 -0.487 -5.374 0.000
C 0.887 4.150 1.333 0.000
H -4.955 1.904 1.939 0.000
H 0.672 0.233 -0.704 0.000
C -0.590 -0.599 0.969 0.000
O -2.337 3.536 -1.602 0.000
H -5.655 3.373 4.667 0.000
C -5.046 1.389 4.122 0.000
H -4.247 -1.968 5.573 0.000
H 6.143 -5.663 0.655 0.000
H 5.469 1.450 1.158 0.003
H 1.733 0.167 -2.957 0.000
C 4.627 -0.358 0.428 0.035
H -0.289 1.377 -8.623 0.000
C -1.444 2.474 -5.503 0.000
H -7.312 1.487 4.497 0.000
H -1.754 0.067 -4.423 0.000
H 0.419 -1.938 -5.522 0.000
C 6.244 -0.734 -2.568 0.032
C 5.121 1.137 0.174 0.038
H 2.477 -6.693 -1.249 0.000
H 3.486 -5.620 1.447 0.000
H -6.833 -2.290 6.535 0.000
H 2.143 2.088 -6.650 0.000
C 5.681 -6.624 0.429 0.000
C -6.559 -1.236 6.489 0.000
N 1.805 -6.208 -0.672 0.000
H -5.232 -2.460 4.177 0.000
H -2.272 -0.307 1.955 0.000
H -6.643 -1.257 2.933 0.000
N 0.669 1.155 -5.992 0.000
C -1.872 0.229 1.094 0.000
C 5.554 -1.718 -1.632 0.049
O -0.242 -1.286 1.897 0.000
H 4.889 -3.867 -1.868 0.000
H -2.530 0.021 0.250 0.000
H 6.396 -7.207 -0.153 0.000
```

Its spin multiplicity is 2. The value obtained for the HOMO energy (alpha / beta) is -9.62 / -9.62 eV. The net charge is +1.

=====

| no. | largest force on an atom (eV/Å) | calculated total energy (a.u.) |
| --- | --- | --- |
| 1 | 1.864 | -4554.61602 |
| 2 | 1.444 | -6210.29488 |
| 3 | 5.380 | -2416.56277 |